45
Properties=species:S:1:pos:R:3:mulliken_charge:R:1 method="wB97M-V/def2-TZVPD" molar_mass_da=427.2 relative_energy_kcal_mol=612.9 lumo_energy_ev=2.756 orbital_gap_ev=7.0267 homo_energy_ev=-4.271 total_charge=-1 largest_force_ha_per_bohr=0.27223 multiplicity=1
I 0.081 0.109 -0.559 -0.637
C -4.232 -0.850 -1.224 -1.536
C -3.061 -0.309 -0.403 1.037
C -2.163 -1.362 0.066 -1.925
O -2.357 0.521 -1.284 -0.823
H -4.630 -1.699 -0.667 0.374
H -3.855 -1.147 -2.203 0.308
H -4.838 0.035 -1.417 0.375
H -3.406 0.313 0.423 0.328
H -2.560 -2.321 0.400 0.466
H -1.382 -0.977 0.722 1.386
H -1.640 -1.647 -0.847 0.400
H -1.441 0.286 -1.113 0.045
C 2.941 0.154 -2.022 0.374
O 3.763 0.162 -2.904 -0.818
N 2.183 -0.839 -1.728 -0.053
N 2.404 1.204 -1.582 0.045
H 1.432 -0.509 -1.138 0.115
H 2.414 -1.735 -2.131 0.098
H 1.859 1.098 -0.738 -0.072
H 2.688 2.114 -1.916 0.192
C 2.180 -2.218 0.625 0.470
O 3.027 -3.102 0.823 -0.826
N 1.391 -2.097 -0.379 -0.598
N 2.060 -1.117 1.388 0.105
H 0.817 -1.289 -0.568 0.641
H 1.556 -2.766 -1.118 0.261
H 1.425 -0.397 1.077 -0.101
H 2.677 -0.961 2.172 0.242
C 0.731 3.291 -0.393 0.407
O 1.889 3.029 -0.432 -0.805
N -0.076 2.413 0.103 -0.673
N 0.211 4.445 -0.656 -0.367
H 0.211 1.487 0.385 0.741
H -0.981 2.460 -0.343 0.332
H -0.794 4.534 -0.627 0.153
H 0.721 5.231 -1.035 0.269
C -0.074 -0.180 2.793 0.537
O -0.190 1.008 2.906 -0.729
N -0.161 -0.722 1.637 -0.281
N 0.050 -1.061 3.686 -0.384
H -0.102 -1.717 1.475 0.345
H -0.413 -0.184 0.820 -0.926
H -0.055 -0.771 4.647 0.284
H -0.296 -1.916 3.274 0.225